Molecular formula: C4H18NO3
Method: DFT, ωB97M-V/def2-TZVPD

```
26
Properties=species:S:1:pos:R:3
O -0.1385 2.4305 1.0428
O -3.3215 1.5792 -1.1592
O 2.9003 1.9721 1.8270
N -1.7130 -0.6587 -1.2469
C 1.9128 -0.8285 -0.1123
C -0.4307 -0.2524 -0.5886
C 0.5650 -1.4260 -0.4885
C 0.0537 -2.4470 0.5215
H -0.0961 -1.9969 1.4977
H -2.4258 0.0792 -1.0382
H -2.0227 -1.5286 -0.8017
H -3.2701 2.4226 -0.6872
H 3.6853 1.4309 1.9264
H -3.9155 1.7639 -1.8970
H 0.7497 2.4641 1.4274
H 2.7171 -1.5628 -0.2898
H -0.6295 0.0128 0.4368
H -0.0355 0.5589 -1.1556
H 2.1845 -0.0066 -0.7642
H 3.1422 2.8998 1.7694
H -0.7234 2.7383 1.7425
H -0.8514 -2.9375 0.1558
H -1.6798 -0.8600 -2.2478
H 0.6066 -1.9053 -1.4783
H 1.9739 -0.6821 0.9700
H 0.7625 -3.2600 0.6381
```

As for the total charge: +1. As for the energy relative to the best compared isomer or geometry (same formula, charge and spin): 0.421 eV. Its highest occupied orbital energy is -14.4 eV. Its frontier orbital gap is 11.48 eV.


Molecular formula: C4H18NO3
Method: DFT, ωB97M-V/def2-TZVPD

```
26
Properties=species:S:1:pos:R:3
O 1.5139 -1.9336 -2.0306
O 0.2952 1.2558 -3.6514
O -2.9352 1.8185 2.8715
N -0.0329 0.0875 -1.2981
C -0.6248 -0.6326 -0.1615
C 1.9418 -0.3653 1.7046
C 0.4986 -0.5265 2.1967
C -0.5922 0.0564 1.2160
H 1.0440 1.7543 -3.9692
H -1.6068 -0.0850 1.7014
H -1.8164 -0.7326 -0.3408
H 0.1995 -1.4787 2.5767
H 2.3661 -1.8152 -2.5846
H -0.2476 1.1278 -1.4166
H 2.1552 -1.2029 1.0353
H 1.0311 -0.0082 -1.1027
H -3.3630 2.6884 2.9772
H -0.0486 -1.6246 -0.2003
H 2.2781 0.5908 1.3428
H -0.0671 -0.4148 -2.1788
H 0.4210 0.0353 3.2116
H 1.1741 -2.8412 -2.1819
H -3.3109 1.2177 3.5711
H 2.4558 -0.6966 2.6253
H -0.3535 1.1060 1.1736
H -0.4117 1.4489 -4.4050
```

As for the total charge: +1. As for the energy relative to the best compared isomer or geometry (same formula, charge and spin): 1.786 eV. Its highest occupied orbital energy is -14.0 eV. Its frontier orbital gap is 11.08 eV.


Molecular formula: C4H18NO5
Method: DFT, ωB97M-V/def2-TZVPD

```
28
Properties=species:S:1:pos:R:3
O -1.7304 2.1619 2.8686
O -0.2065 2.0481 0.7490
O 0.1180 -3.2791 -1.8300
O 1.3457 -1.2538 1.0522
O -4.2720 -0.3749 0.4496
N -0.4500 -0.7692 -1.0337
C 1.8561 0.1600 -1.3350
C 2.3145 -0.5200 1.0217
C 0.3455 0.3891 -1.5214
C 2.4736 0.5718 -0.0229
H -1.4427 2.7290 3.6029
H 0.0292 0.7282 -2.5084
H -0.8548 2.7485 0.5986
H -0.4532 -3.9750 -2.1525
H 2.2919 0.6688 -2.2018
H 0.0440 1.2664 -0.9066
H 3.0714 -0.6611 1.7915
H -0.5032 -1.4722 -1.7899
H -0.4802 1.7803 1.6581
H -1.4020 -0.6748 -0.6662
H -4.2276 0.5022 0.8252
H 1.8305 1.3400 0.4274
H 2.0713 -0.8634 -1.6566
H -4.1162 -0.9843 1.1728
H 0.0126 -1.2191 -0.2266
H -2.2246 1.5458 3.4328
H 1.0511 -3.4754 -1.7408
H 3.5078 0.8822 -0.0578
```

As for the total charge: +1. As for the energy relative to the best compared isomer or geometry (same formula, charge and spin): 1.154 eV. Its highest occupied orbital energy is -13.6 eV. Its frontier orbital gap is 10.90 eV.


Molecular formula: C4H18NO7
Method: DFT, ωB97M-V/def2-TZVPD

```
30
Properties=species:S:1:pos:R:3
O -1.4727 0.1580 1.5598
O 0.5804 -0.4932 0.8995
O 3.1160 0.8628 0.2200
O 2.4540 -0.5655 -1.9787
O 2.2240 -2.3490 -0.1101
O -1.6053 -3.7747 0.6637
O -0.7886 -2.1734 2.6364
N -0.4752 1.2323 -1.4009
C -0.9454 2.7393 0.7117
C -1.9339 1.0320 -1.6870
C -0.1889 1.6157 0.0092
C -0.3850 0.2990 0.8840
H 2.1314 -1.4693 0.5403
H 1.5258 -0.5977 -1.4566
H 2.2279 1.0089 0.1409
H -2.1675 0.1336 -1.0541
H -1.2535 -1.2945 2.4600
H -1.9329 2.6700 0.2494
H -1.3367 -3.3648 1.5408
H 0.7826 1.9665 -0.0415
H -0.7326 3.7708 0.3375
H 3.3961 0.1349 -0.2958
H 1.2420 -2.4989 -0.3864
H -1.0343 2.5921 1.8142
H 2.6161 -1.4338 -2.2552
H -1.3740 -3.0912 0.0609
H -2.0222 0.9811 -2.7854
H -2.6244 1.7762 -1.5820
H -0.1021 1.9340 -2.0399
H 0.0791 -1.8012 2.3450
```

As for the total charge: -1. As for the energy relative to the best compared isomer or geometry (same formula, charge and spin): 2.176 eV. Its highest occupied orbital energy is -5.9 eV. Its frontier orbital gap is 9.07 eV.


Molecular formula: C4H18O4
Method: DFT, ωB97M-V/def2-TZVPD

```
26
Properties=species:S:1:pos:R:3
O 1.7551 0.2023 3.1544
O 0.7244 2.8633 -1.1349
O 1.5970 -0.2978 -3.4913
O -1.2857 0.7986 -2.2030
C 0.9108 -0.4122 -0.5099
C 0.1127 -1.3868 0.3343
C -1.2867 -0.9596 0.8360
C -1.3413 -0.6678 2.3369
H -2.2343 0.5710 -2.2958
H 0.4283 -0.2479 -1.5317
H -1.3711 -0.0466 0.2281
H -2.2536 -0.3048 2.6418
H 0.6777 -0.7111 -3.5884
H -0.2041 3.0001 -1.6605
H -0.6984 -0.0371 2.8401
H 2.4037 -0.2534 2.6255
H 1.3683 0.6833 -3.3238
H -1.4209 0.5410 -1.3133
H -2.1322 -1.6859 0.5769
H 1.9976 -0.9564 -0.6626
H 1.2245 0.5276 -0.0255
H 0.4758 3.4157 -0.3552
H -0.0669 -2.2894 -0.2830
H -1.2935 -1.5964 2.9297
H 1.3107 0.8869 2.5357
H 0.6023 -1.6365 1.3395
```

As for the total charge: +1. As for the energy relative to the best compared isomer or geometry (same formula, charge and spin): 2.465 eV. Its expectation value of S² is 0.75. Its highest occupied orbital energy (spin up / spin down) is -14.4 / -14.4 eV. As for the spin multiplicity: 2. Its frontier orbital gap (spin up / spin down) is 11.16 / 4.04 eV.


Molecular formula: C4H18O7
Method: DFT, ωB97M-V/def2-TZVPD

```
29
Properties=species:S:1:pos:R:3
O -6.9428 -7.5976 -30.6653
O -7.7568 -12.1405 -27.6917
O -6.0818 -10.3285 -29.9041
O -7.2440 -9.0948 -32.4268
O -7.7885 -10.8601 -31.6630
O -7.1917 -12.8914 -31.7687
O -8.5729 -12.5004 -30.7121
C -7.2372 -9.5668 -29.4425
C -9.4045 -12.3980 -29.6014
C -8.7516 -12.8954 -28.2971
C -6.9224 -8.0975 -29.3299
H -7.3184 -9.9236 -28.4157
H -8.1016 -9.9151 -30.0078
H -7.8603 -7.4885 -30.9259
H -5.9191 -8.0058 -28.9138
H -7.8861 -9.7017 -32.0586
H -8.3388 -13.9033 -28.3420
H -10.2898 -12.9395 -29.9346
H -8.6038 -10.9232 -31.1656
H -7.4285 -11.7468 -31.6472
H -7.1793 -13.4865 -32.5183
H -6.5280 -13.2406 -31.1740
H -7.7555 -7.7049 -28.7469
H -8.9537 -12.7823 -31.5471
H -7.5580 -12.6364 -26.8941
H -5.8683 -9.8814 -30.7264
H -6.6904 -8.8518 -31.6847
H -9.5639 -13.0629 -27.5899
H -9.6341 -11.3326 -29.5813
```

As for the energy relative to the best compared isomer or geometry (same formula, charge and spin): 11.553 eV. Its highest occupied orbital energy is -7.6 eV. Its frontier orbital gap is 7.63 eV.


Molecular formula: C4H19AsF6O5
Method: DFT, ωB97M-V/def2-TZVPD

```
35
Properties=species:S:1:pos:R:3
As -3.3173 1.7991 -1.0853
F -4.9638 1.5827 -0.6562
F -2.8335 0.7400 0.2233
F -3.7083 2.8937 -2.3513
F -1.6106 1.8995 -1.5219
F -3.1506 3.1462 -0.0083
F -3.4492 0.4592 -2.1741
O -0.2448 -0.3704 -0.5010
O 1.0109 -2.6315 -0.1746
O 0.1853 1.5380 1.3775
O -0.5179 -1.0789 2.2179
O 1.8317 0.8909 -1.6177
C 1.6583 -3.2507 -1.2824
C 3.1949 0.5867 -1.3552
C -0.6374 -2.4150 2.6788
C 0.0547 2.9500 1.0572
H -0.5198 -0.4670 2.9562
H 0.0149 1.4617 2.3184
H 1.1010 -4.1036 -1.6700
H 3.5732 1.1109 -0.4785
H -1.0067 3.1918 1.0201
H 1.6849 -2.5222 -2.0968
H 3.8225 0.7886 -2.2265
H 1.0590 -3.2160 0.5863
H -1.0918 -2.9915 1.8722
H -1.3427 -2.4839 3.5094
H 0.1756 -1.2652 -0.3841
H 0.4455 3.0372 0.0473
H 1.7762 1.7164 -2.1075
H 3.2815 -0.4898 -1.2020
H 0.3695 0.2319 -0.9853
H -0.4876 0.0734 0.3546
H 0.6173 3.5383 1.7774
H 2.6993 -3.5039 -1.0796
H 0.3260 -2.8465 2.9617
```

As for the energy relative to the best compared isomer or geometry (same formula, charge and spin): 0.000 eV. Its highest occupied orbital energy is -11.0 eV. Its frontier orbital gap is 10.81 eV.


Molecular formula: C4H19CdINO5
Method: DFT, ωB97M-V/def2-TZVPD

```
31
Properties=species:S:1:pos:R:3
I 0.2046 3.0958 1.3566
Cd -1.3547 1.2920 -0.1859
O -2.8115 2.9410 -0.4756
O 2.6360 -0.9758 -0.5530
O -0.4661 1.9816 -2.0612
O -2.7877 0.0917 -1.5088
O -2.5874 0.7254 1.4123
N 0.0558 -0.3730 -0.1728
C 0.9158 -0.6972 1.0316
C 0.1178 -1.3297 2.1298
C 2.0768 -1.5823 0.5997
C 3.8629 -1.5532 -0.9359
H 0.7905 -0.1640 -0.8734
H -0.2140 -2.3315 1.8380
H 2.8304 -1.7085 1.3774
H -3.1048 1.2308 2.0599
H 1.3621 0.2606 1.3183
H 3.7145 -2.5922 -1.2502
H 4.2558 -1.0044 -1.7924
H -0.7190 -0.7299 2.4737
H -0.6687 1.6909 -2.9627
H -0.1071 -1.3352 -0.5220
H -3.6908 -0.2021 -1.3190
H -2.4550 -0.5419 -2.1614
H 0.7656 -1.4491 3.0035
H 0.2103 2.6722 -2.1583
H 1.6803 -2.5715 0.3145
H -3.6924 2.9686 -0.8773
H 4.6458 -1.4976 -0.1740
H -2.5342 3.8685 -0.3915
H -2.9316 -0.1800 1.4601
```

As for the total charge: +1. As for the energy relative to the best compared isomer or geometry (same formula, charge and spin): 0.305 eV. Its highest occupied orbital energy is -10.9 eV. Its frontier orbital gap is 7.43 eV.


What did the second record say?
Molecular formula: C4H18NO3
Method: DFT, ωB97M-V/def2-TZVPD

```
26
Properties=species:S:1:pos:R:3
O 1.5139 -1.9336 -2.0306
O 0.2952 1.2558 -3.6514
O -2.9352 1.8185 2.8715
N -0.0329 0.0875 -1.2981
C -0.6248 -0.6326 -0.1615
C 1.9418 -0.3653 1.7046
C 0.4986 -0.5265 2.1967
C -0.5922 0.0564 1.2160
H 1.0440 1.7543 -3.9692
H -1.6068 -0.0850 1.7014
H -1.8164 -0.7326 -0.3408
H 0.1995 -1.4787 2.5767
H 2.3661 -1.8152 -2.5846
H -0.2476 1.1278 -1.4166
H 2.1552 -1.2029 1.0353
H 1.0311 -0.0082 -1.1027
H -3.3630 2.6884 2.9772
H -0.0486 -1.6246 -0.2003
H 2.2781 0.5908 1.3428
H -0.0671 -0.4148 -2.1788
H 0.4210 0.0353 3.2116
H 1.1741 -2.8412 -2.1819
H -3.3109 1.2177 3.5711
H 2.4558 -0.6966 2.6253
H -0.3535 1.1060 1.1736
H -0.4117 1.4489 -4.4050
```

As for the total charge: +1. As for the energy relative to the best compared isomer or geometry (same formula, charge and spin): 1.786 eV. Its highest occupied orbital energy is -14.0 eV. Its frontier orbital gap is 11.08 eV.